# 1
{"formula": "C42H26N12W", "method": "ωB97M-V with the def2-TZVPD basis set", "species": ["W", "C", "C", "C", "C", "C", "N", "C", "N", "C", "C", "C", "C", "C", "C", "C", "C", "N", "C", "N", "C", "N", "C", "N", "C", "N", "C", "C", "C", "C", "C", "C", "C", "C", "C", "C", "C", "C", "N", "C", "C", "H", "H", "H", "H", "H", "H", "H", "H", "H", "H", "H", "H", "H", "H", "H", "H", "C", "C", "N", "C", "C", "N", "H", "H", "H", "H", "H", "H", "N", "C", "C", "C", "C", "N", "C", "C", "H", "H", "H", "H"], "xyz": [[11.117872, 12.286856, 12.250152], [10.490706, 16.574773, 17.220412], [10.857496, 17.512773, 16.260475], [10.913475, 17.135617, 14.940798], [10.524395, 15.850474, 14.555072], [10.533100, 15.189892, 13.278162], [10.265439, 13.835747, 13.488397], [9.936003, 13.628825, 14.834826], [9.267306, 12.601830, 15.342028], [8.945215, 11.530613, 14.552773], [7.996082, 10.539480, 14.933279], [7.160343, 10.469504, 16.040227], [6.423982, 9.316041, 16.273856], [6.530381, 8.234139, 15.402193], [7.402202, 8.283393, 14.318869], [8.110060, 9.448958, 14.053698], [9.091865, 9.844976, 13.057716], [9.549136, 9.006188, 12.119998], [10.162888, 9.582340, 11.052148], [10.368035, 11.027184, 10.823635], [10.547287, 11.211395, 9.417827], [10.524292, 12.353922, 8.728689], [10.437813, 13.538627, 9.353931], [10.599556, 13.819795, 10.719534], [10.495274, 15.186097, 10.953401], [10.616181, 15.865191, 12.112666], [10.295435, 15.810197, 9.666489], [10.209118, 17.141286, 9.214365], [10.080557, 17.469019, 7.877856], [10.025523, 16.461485, 6.934154], [10.183902, 15.124548, 7.325238], [10.290277, 14.785268, 8.675754], [10.558781, 9.915467, 8.796357], [10.785336, 9.479566, 7.476002], [10.896606, 8.145281, 7.156323], [10.734251, 7.211053, 8.182288], [10.442182, 7.584921, 9.457498], [10.374074, 8.951219, 9.812699], [9.598904, 11.093600, 13.390412], [10.125625, 14.899962, 15.525235], [10.134500, 15.286745, 16.830486], [10.413818, 16.815560, 18.250589], [11.070667, 18.526279, 16.532882], [11.254430, 17.842709, 14.157175], [7.122672, 11.298820, 16.696791], [5.783764, 9.271540, 17.137057], [5.929817, 7.364853, 15.619388], [7.480223, 7.440763, 13.646135], [10.279225, 17.917097, 9.952044], [10.158220, 18.530616, 7.627400], [9.865625, 16.625690, 5.865445], [10.280072, 14.377928, 6.534768], [10.832858, 10.227347, 6.686673], [11.137474, 7.875617, 6.116058], [10.828746, 6.150924, 7.963326], [10.367231, 6.892934, 10.251487], [9.906067, 14.531425, 17.602184], [12.759542, 9.639712, 14.579477], [13.092819, 11.065420, 14.571580], [12.624539, 12.064077, 13.787812], [13.355938, 13.217538, 14.125153], [14.224794, 12.884499, 15.102888], [14.079569, 11.511083, 15.356831], [12.205956, 9.362485, 13.659653], [12.149753, 9.480313, 15.498749], [13.707532, 9.089930, 14.656745], [13.214345, 14.163013, 13.571461], [14.926114, 13.516930, 15.614273], [14.654188, 10.904050, 15.920820], [16.893789, 11.456669, 7.485548], [16.105994, 11.606296, 8.372176], [15.158943, 11.697394, 9.402794], [14.436973, 10.548692, 9.813692], [13.428054, 10.721220, 10.728513], [13.033468, 11.979999, 11.129226], [13.816084, 13.077286, 10.819871], [14.853588, 12.971924, 9.940045], [14.643410, 9.521975, 9.409939], [12.889749, 9.867081, 11.101440], [13.597325, 14.026984, 11.320400], [15.466802, 13.842296, 9.682388]], "forces_ev_per_angstrom": [[-1.77, 0.59, 0.01], [-0.24, 0.21, -1.04], [-0.29, -0.38, 0.99], [0.04, 0.05, -2.47], [0.39, 0.14, 0.89], [-0.57, 0.42, -0.45], [0.57, -1.17, -1.13], [-1.29, 0.50, -0.11], [0.32, -0.77, -1.97], [1.32, 0.67, 0.57], [-0.74, -0.67, 0.55], [0.66, 0.30, -0.58], [0.04, -0.41, -0.46], [-0.20, 0.58, 0.92], [0.31, -0.02, -1.32], [-0.35, 0.26, 0.51], [0.72, -0.78, 0.73], [0.91, 2.20, -1.41], [-1.76, 1.75, 0.98], [0.14, -0.97, -0.30], [-0.98, 0.66, 0.37], [0.14, -0.33, 1.71], [0.87, 0.01, 0.36], [0.56, -2.25, 1.48], [0.14, 0.53, 0.18], [-0.09, -2.21, -0.30], [-0.21, 0.78, -2.01], [0.28, -1.03, 2.21], [0.40, 0.31, -0.60], [-0.13, -0.25, -0.38], [0.04, -0.85, 0.06], [-0.32, 1.34, -0.27], [0.52, -1.49, -0.33], [-0.40, 2.20, 0.23], [0.11, -0.50, 0.07], [0.22, -0.88, -1.60], [-0.08, 1.83, 1.71], [0.84, -1.47, -2.10], [1.04, 1.36, -0.42], [1.12, 0.72, -0.91], [-0.43, -1.72, 1.71], [0.14, 0.34, 0.74], [0.24, 0.32, 0.18], [-0.34, -0.44, 0.65], [-0.17, 0.65, 0.67], [-0.19, -0.09, 0.12], [0.08, -0.25, -0.21], [0.06, -0.12, 0.03], [-0.03, 0.39, 0.18], [-0.45, -0.42, -0.21], [0.25, 0.34, 0.41], [-0.24, 0.02, 0.37], [0.17, -0.09, 0.13], [-0.25, -0.10, 0.69], [0.00, 0.13, -0.02], [-0.26, -0.97, 0.53], [-0.02, 0.57, -0.35], [-0.78, -0.25, 0.09], [0.37, 0.74, -0.89], [0.05, -0.49, 0.61], [-0.24, -0.19, -0.25], [0.48, -0.26, 0.24], [-0.78, 1.87, -0.97], [0.26, -0.08, 0.67], [0.27, -0.42, -0.74], [-0.49, -0.20, -0.06], [0.17, -0.66, 0.78], [0.20, -0.12, 0.12], [0.12, 0.21, 0.32], [-3.32, 0.72, 3.70], [4.21, -1.03, -4.34], [-1.33, 0.20, 0.48], [0.68, -0.27, -0.39], [-0.29, 1.78, -0.21], [0.56, 0.11, 0.47], [-1.04, -1.16, 0.42], [0.82, -0.53, -0.26], [0.03, 1.26, 0.47], [-0.29, -0.01, 0.09], [-0.19, -0.40, -0.38], [-0.30, -0.38, 0.05]], "molar_mass_g_mol": 882.59, "largest_force_ha_per_bohr": 0.1192, "charge": 4, "lumo_ha": [-0.5040, -0.5049]}

# 2
{"formula": "C4H11NOS", "method": "ωB97M-V with the def2-TZVPD basis set", "species": ["C", "C", "C", "C", "N", "O", "S", "H", "H", "H", "H", "H", "H", "H", "H", "H", "H", "H"], "xyz": [[-0.764168, -1.731601, 0.205364], [-0.624204, -2.203416, -1.221357], [1.483230, 1.360167, -0.355868], [-0.212198, 2.922169, 0.141501], [0.392978, 1.604596, 0.160483], [-2.396678, 0.240727, -0.282123], [-1.572059, -0.422305, 0.732279], [-0.018169, -2.002854, 0.972292], [-0.862761, -3.269554, -1.248314], [0.389340, -2.075835, -1.401804], [-1.280516, -1.623756, -1.881401], [1.619356, -2.746415, 2.628924], [2.119246, 2.007702, -0.813042], [1.859292, 0.296089, -0.324106], [-0.449582, 3.335935, 1.243198], [0.329772, 3.626100, -0.451253], [-1.220240, 2.870787, -0.279509], [1.207369, -2.188538, 2.174733]], "forces_ev_per_angstrom": [[-0.04, 1.28, 0.41], [-2.02, -0.12, 1.55], [0.24, -3.50, 0.67], [-1.13, 0.34, 2.20], [-2.18, 0.57, 1.16], [-0.28, 0.04, -0.23], [0.59, -1.02, -0.13], [-0.79, -0.31, -0.51], [-0.01, 0.08, -0.29], [1.91, 0.16, -1.09], [0.33, -0.21, 0.09], [-1.19, 1.64, -1.33], [1.75, 2.38, -1.48], [-0.40, 0.94, 0.04], [1.01, -1.01, -2.34], [0.65, 0.79, -0.19], [0.13, -0.40, -0.09], [1.43, -1.67, 1.55]], "molar_mass_g_mol": 121.20, "largest_force_ha_per_bohr": 0.0694, "charge": 0, "e_above_lowest_kcal_mol": 103.1, "lumo_ha": 0.0281}

# 3
{"formula": "C6H11N3S3", "method": "ωB97M-V with the def2-TZVPD basis set", "species": ["C", "C", "S", "C", "N", "N", "C", "N", "C", "C", "S", "S", "H", "H", "H", "H", "H", "H", "H", "H", "H", "H", "H"], "xyz": [[5.484760, 0.043919, -0.222639], [3.992754, 0.333816, -0.194135], [3.042510, -1.157798, 0.175639], [1.458095, -0.496397, 0.192973], [0.983918, 0.726888, 0.152885], [-0.346319, 0.828564, 0.078645], [-0.949773, -0.334448, 0.017544], [-2.263673, -0.617008, -0.129719], [-3.153579, 0.535013, -0.068084], [-4.507064, 0.431203, 0.596591], [-5.595007, -0.779994, -0.288051], [0.093286, -1.704229, 0.130235], [5.809924, -0.445783, 0.656601], [6.076158, 0.967258, -0.359215], [5.834873, -0.612591, -1.055017], [3.763343, 0.901216, 0.677170], [3.645113, 0.764275, -1.157305], [-2.575411, -1.323842, -0.888057], [-3.329211, 0.804655, -1.181968], [-2.656850, 1.423641, 0.242884], [-5.000296, 1.428329, 0.398909], [-4.424879, 0.172468, 1.688649], [-5.382671, -1.889147, 0.535471]], "forces_ev_per_angstrom": [[0.59, 0.07, -1.68], [0.25, -0.39, -0.79], [0.51, -0.40, -0.28], [-2.64, 0.15, -0.30], [2.36, -1.30, 0.39], [-1.81, -0.58, -0.27], [1.35, -0.45, -0.32], [-2.34, -0.54, -0.57], [-0.65, 0.49, -3.43], [-0.28, -0.14, 0.09], [0.38, -0.85, 1.17], [1.47, 0.79, 0.04], [0.32, -0.35, 1.15], [-0.44, -0.23, 0.27], [-0.68, 0.36, 0.38], [-0.10, 1.26, 0.15], [0.05, -0.05, 0.88], [1.10, 1.59, 1.95], [-0.21, -0.22, 1.52], [0.78, 0.33, 0.84], [0.42, -1.07, 0.69], [-0.32, 0.44, -1.10], [-0.13, 1.10, -0.78]], "molar_mass_g_mol": 221.38, "smiles": "CCSc1nnc(NCCS)s1", "largest_force_ha_per_bohr": 0.0685, "charge": 0, "e_above_lowest_kcal_mol": 9.8, "lumo_ha": 0.0177}

# 4
{"formula": "C16H35BFN2O8PS", "method": "ωB97M-V with the def2-TZVPD basis set", "species": ["C", "C", "C", "O", "C", "C", "P", "N", "O", "O", "C", "C", "C", "B", "O", "O", "C", "C", "C", "C", "O", "S", "O", "O", "C", "C", "N", "C", "C", "F", "H", "H", "H", "H", "H", "H", "H", "H", "H", "H", "H", "H", "H", "H", "H", "H", "H", "H", "H", "H", "H", "H", "H", "H", "H", "H", "H", "H", "H", "H", "H", "H", "H", "H", "H"], "xyz": [[1.232840, 5.123437, 2.323133], [0.070630, 3.962605, 2.539450], [0.586532, 2.458776, 2.030381], [-0.520164, 1.494905, 1.897642], [-1.222274, 1.614470, 0.617076], [-1.193487, 0.208432, -0.322175], [-1.619688, 1.041447, -2.001409], [-1.656595, 0.106596, -3.300364], [-0.435515, 2.285612, -2.472298], [-3.138069, 1.951585, -1.962512], [0.384882, -0.256289, -0.154756], [1.064013, -1.245626, -1.201146], [1.712364, -0.455650, -2.532767], [3.026198, 0.457037, -2.283182], [3.327070, 1.350716, -1.141202], [4.120999, 0.365279, -3.314829], [2.332862, -2.004974, -0.410604], [3.225253, -2.976125, -1.429831], [1.856199, -3.070978, 0.759342], [3.164153, -3.182547, 1.797408], [0.348514, -2.318989, -1.839210], [-1.021140, -2.947516, -1.143228], [-0.624491, -4.432051, -0.755845], [-1.309892, -2.184994, 0.282567], [-2.181763, -0.954308, 0.237684], [-2.431817, -0.968409, 1.895275], [-3.241670, 0.034081, 2.548669], [-3.623450, -1.201767, -0.420614], [-4.798219, -0.069074, -0.185652], [-3.727545, -1.499926, -1.862912], [1.937760, 4.786556, 1.445047], [0.686416, 6.137405, 2.027399], [1.863458, 5.326855, 3.307028], [-0.046200, 3.851235, 3.721979], [-0.953440, 4.212894, 2.031375], [1.260983, 2.057524, 2.929224], [1.300331, 2.521869, 1.103518], [-0.617459, 2.490462, 0.069486], [-2.318257, 2.060971, 0.685792], [-1.440684, -0.843347, -2.963382], [-0.811016, 3.157111, -2.110232], [-3.768921, 1.328461, -2.454231], [0.972794, 0.786526, -0.197115], [0.625278, -0.617766, 0.959705], [0.922824, 0.179763, -3.113085], [2.026495, -1.315749, -3.301970], [4.333765, 1.343673, -1.062045], [3.779407, 0.655747, -4.210641], [3.015937, -1.221638, 0.176035], [2.705712, -3.200317, -2.449032], [3.471912, -4.034489, -0.941422], [4.268366, -2.441951, -1.559456], [0.970021, -2.709672, 1.424172], [1.722627, -4.184279, 0.349354], [4.074243, -3.627546, 1.192292], [2.850086, -3.932605, 2.646385], [3.420214, -2.111124, 2.256222], [-2.882211, -2.049607, 2.130843], [-1.349779, -0.991967, 2.401769], [-2.754021, 0.342695, 3.442965], [-3.501487, 0.902191, 2.059753], [-4.063264, -2.178140, 0.116386], [-4.405700, 0.997869, 0.083491], [-5.509328, 0.041178, -1.112539], [-5.493618, -0.406560, 0.720849]], "forces_ev_per_angstrom": [[-0.66, 0.11, -0.30], [0.82, -0.72, 0.82], [0.94, 0.78, 1.74], [0.13, 0.97, -1.40], [0.33, 1.54, -0.53], [0.79, 2.16, 2.23], [-0.18, 0.21, -4.36], [0.27, 0.48, 2.69], [-3.55, -0.14, 2.84], [2.07, -2.25, -0.03], [0.46, 1.52, 0.49], [3.65, 0.70, -0.45], [-0.52, -0.79, -0.24], [2.04, 0.82, -0.31], [1.01, -2.69, -2.08], [-2.63, 1.16, 0.85], [-0.23, -1.44, 0.49], [0.92, 0.39, 0.46], [1.58, -0.05, 0.96], [-0.80, -0.13, -0.35], [-1.42, 0.75, 1.78], [0.64, -5.89, 0.18], [-1.34, 5.66, -1.01], [-0.38, 0.48, -1.08], [0.21, -0.17, 1.03], [1.65, -1.65, -0.02], [0.34, 1.37, 1.57], [-2.64, -1.09, 0.18], [-0.47, 0.36, 1.07], [0.95, 0.52, 2.42], [-1.27, 0.86, 1.74], [1.35, -2.16, 0.60], [-1.36, -0.61, -2.19], [-0.27, 0.27, -2.70], [2.01, -0.32, 1.00], [-1.50, 0.62, -2.06], [-1.63, -0.16, 1.37], [-1.33, -2.14, 0.59], [2.11, -1.20, 0.27], [-0.25, 0.22, -0.54], [0.95, -1.47, -0.83], [1.38, 1.06, 0.79], [-1.04, -2.49, -0.31], [-1.12, 0.68, -2.55], [1.07, -1.18, 1.20], [-0.67, 1.93, 1.78], [-1.88, 0.39, -0.34], [0.53, -0.81, 1.54], [-1.49, -1.45, -1.64], [0.98, 0.64, 1.94], [-0.71, 2.42, -0.90], [-2.06, -1.16, -0.25], [1.35, -0.78, -1.46], [-0.25, 2.80, 0.75], [-1.71, 1.04, 1.43], [0.87, 1.53, -1.54], [-0.45, -2.44, -0.98], [0.93, 2.22, -0.86], [-2.16, 0.05, -1.47], [-0.92, -0.51, -1.76], [0.46, -1.00, 0.05], [1.32, 2.01, -1.33], [-0.58, -2.04, -0.66], [1.71, -0.48, 1.63], [1.66, 0.67, -1.95]], "molar_mass_g_mol": 476.31, "largest_force_ha_per_bohr": 0.1153, "charge": 0, "lumo_ha": 0.0034}